30
Properties=species:S:1:pos:R:3:forces:R:3 method="wB97M-V/def2-TZVPD" energy_ev=-27157.400 charge=+1 de_lowest_ev=3.038 e_lumo_ev="-4.133 / -4.132" homo_lumo_gap_ev="6.248 / 6.249" e_homo_ha="-0.381 / -0.382" spin_multiplicity=1
C 3.725599 -0.259819 0.157782 -3.639 0.529 -0.196
C 3.249721 -0.717699 -1.049624 -0.781 -1.845 -0.039
C 2.795623 0.202418 1.124848 1.556 -0.356 -1.441
C 1.845019 -0.989176 -1.192395 2.345 2.206 1.970
C 1.454893 0.215028 0.846996 -1.923 1.318 2.798
C 0.987751 -0.448658 -0.269648 0.550 -0.129 1.136
C -0.767875 0.278189 -1.561144 -4.191 0.343 -2.717
C -1.389049 1.615351 -1.200283 -2.193 -0.449 2.161
C -2.205900 1.142150 1.142557 0.529 0.821 1.085
C -1.201010 -1.318628 0.313477 2.749 2.492 -1.182
C -0.499712 -1.946231 1.479438 -0.325 -1.229 1.097
N -0.436017 -0.577211 -0.495277 1.950 -1.286 1.207
N -2.572599 1.597588 -0.240911 -1.159 0.205 -0.422
Cl -2.771029 -1.611187 -0.167192 -0.624 -0.563 0.106
H 4.738525 -0.233398 0.304829 2.303 0.196 0.586
H 4.031265 -1.103707 -1.708249 -0.732 0.096 -0.365
H 3.262836 0.545389 2.007631 -0.248 0.618 1.079
H 1.336153 -1.485039 -1.913143 -0.553 -1.672 -2.813
H 0.688921 0.708211 1.619035 1.725 -1.147 -1.912
H -1.497190 -0.361759 -2.165755 0.835 1.288 0.032
H 0.025054 0.682686 -2.193367 0.528 -1.312 0.199
H -0.768875 2.156752 -0.561722 1.881 1.142 0.374
H -1.816380 2.232190 -1.957787 0.711 -0.003 -1.479
H -2.890358 0.406574 1.669914 0.093 1.632 -1.025
H -2.064699 2.144750 1.605444 0.036 -1.221 0.733
H 0.440166 -2.587778 1.203915 -1.624 1.584 0.202
H -1.236655 -2.700677 1.906124 0.983 1.203 0.000
H -0.231299 -1.059813 2.190940 -0.557 -2.069 -1.100
H -3.026607 2.607241 -0.368533 0.592 -2.756 0.620
H -3.206283 0.866271 -0.527907 -0.816 0.365 -0.694

***

124
Properties=species:S:1:pos:R:3:forces:R:3 method="wB97M-V/def2-TZVPD" energy_ev=-69065.487 de_lowest_ev=3.852 e_lumo_ev=0.010 homo_lumo_gap_ev=9.436 e_homo_ha=-0.346 spin_multiplicity=1 smiles="c1ccncc1.c1ccncc1.c1ccncc1.c1ccncc1.CC(C)=O.CC(C)=O.CC(C)=O.CC(C)=O.CC(C)=O.CC(C)=O.CC(C)=O.CC(C)=O"
C 5.789320 -4.034210 0.851022 0.668 -2.047 -0.391
C 6.586130 -5.222450 0.561492 -0.213 3.067 1.368
C 5.989250 -6.317750 0.046702 -1.176 0.133 -0.584
N 4.677570 -6.321930 -0.236278 -0.452 -0.330 0.624
C 3.933630 -5.253830 0.081042 -0.016 -1.339 -0.992
C 4.437530 -4.067450 0.545942 1.365 0.613 0.540
H 6.136660 -3.176210 1.407412 0.617 0.059 -0.322
H 7.643450 -5.267540 0.776982 0.065 0.238 0.187
H 6.580580 -7.206370 -0.117868 -0.210 -0.237 -0.310
H 2.871340 -5.398790 -0.049078 -0.176 0.132 -0.256
H 3.877590 -3.156650 0.698642 -0.476 -0.238 0.125
C 6.597170 -2.136790 5.978282 0.883 -0.111 0.069
C 5.456840 -1.918220 5.225332 -0.079 0.919 0.043
C 5.179750 -0.601100 4.821172 1.368 0.762 1.531
N 5.967760 0.456170 5.227092 -1.184 -1.360 -0.265
C 7.048350 0.180050 5.962442 -0.105 0.151 -1.517
C 7.490780 -1.099430 6.234452 -0.816 0.308 0.631
H 6.788150 -3.116940 6.389662 0.129 -0.199 -0.205
H 4.805580 -2.760150 5.042532 -0.243 0.167 -0.211
H 4.265110 -0.309870 4.326172 0.048 -0.153 -0.343
H 7.654950 1.029880 6.238532 0.016 0.176 0.125
H 8.429090 -1.145970 6.767182 -0.042 -0.658 0.122
C -0.033090 -3.102540 6.106072 -1.277 -1.388 -1.920
C -0.281940 -3.568040 7.362902 1.008 1.096 1.991
C -0.010990 -2.616710 8.370802 -1.078 1.716 -1.054
N 0.085150 -1.303540 8.054822 0.707 -0.014 0.399
C 0.202320 -0.888020 6.786842 -0.464 -0.533 1.200
C 0.185800 -1.790190 5.767052 1.090 0.428 -0.119
H -0.226240 -3.811920 5.314962 0.363 -0.127 -0.354
H -0.582320 -4.581130 7.586112 0.166 -0.046 -0.099
H -0.007460 -2.712390 9.446552 -0.103 -0.854 0.029
H 0.272530 0.166840 6.566102 0.076 0.215 0.373
H 0.506920 -1.411320 4.808032 -0.477 -0.489 -0.461
C -6.195540 2.165730 -1.865588 -0.764 1.140 0.585
C -6.516800 3.420360 -1.314028 0.741 0.147 0.572
C -6.510450 3.593640 0.072232 -0.774 -3.119 0.290
N -6.301020 2.526810 0.958252 0.312 0.386 -1.516
C -5.995900 1.320340 0.416272 -0.517 2.165 -1.101
C -5.961180 1.149530 -0.987558 -0.126 -1.039 0.705
H -6.299120 1.921260 -2.912438 0.194 0.341 -0.150
H -6.752910 4.306120 -1.885058 -0.083 -0.146 -0.383
H -7.017240 4.460500 0.469872 0.637 0.306 0.382
H -5.852840 0.461890 1.055802 0.012 0.140 0.313
H -5.913900 0.164440 -1.427728 0.409 -0.307 0.288
C -3.391890 7.314000 0.662722 -1.190 0.798 -0.383
C -4.495710 8.384280 0.529722 -2.886 -1.494 -1.342
C -4.204790 9.681050 1.240462 -0.811 0.665 -1.108
O -5.593880 8.179840 -0.079978 4.021 0.710 2.041
H -2.427590 7.814780 0.749092 0.022 -0.294 0.088
H -3.423870 6.597180 -0.157798 0.018 0.100 0.082
H -3.664330 6.805850 1.587732 0.348 -0.177 0.131
H -4.137750 9.676220 2.328392 0.239 -0.431 -0.125
H -5.008440 10.358260 0.951272 -0.085 0.070 0.233
H -3.309180 10.091400 0.773972 0.312 0.014 0.372
C -4.182620 -2.707570 -5.238828 1.406 1.038 -1.729
C -4.442260 -3.581570 -4.097608 0.653 -0.397 0.131
C -3.415450 -4.616720 -3.703848 -0.621 0.027 0.039
O -5.453350 -3.484660 -3.484118 -2.079 0.138 1.349
H -4.951580 -2.678920 -6.010828 -0.123 -0.622 0.104
H -3.219270 -2.992720 -5.661628 -0.088 0.031 -0.494
H -4.073100 -1.643610 -5.028878 -0.040 -0.017 0.766
H -3.892010 -5.228630 -2.937988 0.233 -0.028 0.003
H -2.548230 -4.104690 -3.286888 0.254 -0.191 -0.227
H -3.189030 -5.231970 -4.574658 0.439 0.048 0.077
C -4.955970 -4.222890 2.971682 -0.082 0.191 1.194
C -6.099250 -5.154620 2.688452 0.518 -1.240 1.557
C -6.762590 -4.946610 1.431362 -0.631 -0.995 -1.138
O -6.490800 -6.027640 3.444322 0.755 0.586 0.183
H -5.226090 -3.784990 3.932602 0.012 0.453 0.043
H -4.851070 -3.441780 2.218712 0.154 -0.171 0.079
H -4.016400 -4.718110 3.216782 -0.014 -0.228 -0.466
H -7.327410 -4.022020 1.550612 0.052 0.124 -0.855
H -7.384760 -5.830810 1.292832 -0.492 0.413 -0.165
H -5.982800 -5.014760 0.672822 -0.268 0.875 -0.445
C 1.567350 -4.859810 -4.796038 -0.522 0.550 -1.536
C 1.385450 -4.258000 -6.233308 -0.335 -0.049 0.119
C 1.927770 -2.899180 -6.561388 0.120 0.058 1.144
O 0.683220 -4.754520 -7.068818 -0.637 -1.299 -0.200
H 0.968650 -5.765410 -4.698398 0.195 -0.026 -0.240
H 1.104460 -4.110900 -4.153398 0.472 0.037 0.423
H 2.617490 -5.060210 -4.583568 -0.107 0.234 0.253
H 1.623830 -2.528450 -7.540318 0.336 -0.506 -0.036
H 2.999830 -2.912180 -6.364908 0.049 0.544 -0.134
H 1.409010 -2.271050 -5.837198 0.412 0.477 0.248
C 7.536860 -0.776850 -3.150088 -0.670 0.809 0.857
C 6.273500 -0.232000 -2.435498 -0.631 -2.717 -2.171
C 4.929560 -0.835240 -2.821188 0.022 -0.362 -0.448
O 6.287440 0.645660 -1.655908 0.723 2.199 1.940
H 7.955830 -1.588810 -2.555698 -0.035 -0.102 -0.054
H 8.226870 0.066050 -3.111388 0.242 -0.228 -0.329
H 7.317020 -1.120140 -4.160988 0.123 0.080 0.108
H 4.137420 -0.131110 -2.566588 0.056 -0.064 -0.174
H 4.690470 -1.791770 -2.356458 0.333 -0.012 0.491
H 4.936440 -1.106720 -3.876818 -0.189 0.369 -0.200
C -0.339830 1.595890 -1.539528 0.575 0.056 -1.313
C -0.212860 0.200540 -1.080388 -2.078 -2.015 1.009
C -0.399600 -0.129450 0.430392 0.891 -0.726 0.295
O -0.145250 -0.741230 -1.848788 0.511 0.558 0.197
H -0.374940 1.611680 -2.628848 0.246 -0.293 -0.109
H 0.640960 1.980410 -1.259748 -0.361 1.149 0.353
H -1.257530 2.123040 -1.278668 0.478 0.110 0.994
H 0.179300 0.421030 1.171982 -0.134 0.787 -0.367
H -0.058470 -1.145040 0.631172 0.131 -0.245 -0.583
H -1.429210 -0.188290 0.783282 -0.255 0.623 -0.473
C 2.101520 5.995170 2.984732 0.573 -1.207 0.703
C 2.478750 4.633040 2.365982 -1.102 -1.444 -2.204
C 3.973660 4.174390 2.445182 -1.386 0.869 -0.305
O 1.663800 3.921520 1.748552 1.591 1.679 1.617
H 2.528410 6.808170 2.397452 -0.065 -0.016 0.055
H 2.577120 5.962290 3.964952 0.373 0.456 0.066
H 1.053240 6.150000 3.240142 -0.094 -0.246 -0.774
H 4.295870 4.406490 3.460272 0.469 -0.576 -0.103
H 4.587900 4.730720 1.737162 -0.106 0.615 0.134
H 4.084190 3.162800 2.054572 -0.257 -0.183 0.792
C -3.715630 6.131650 -5.290888 0.420 0.542 -0.074
C -2.776350 5.088420 -5.809578 -1.305 -2.227 0.097
C -1.284120 5.417580 -5.869408 0.306 -1.715 -1.221
O -3.284500 4.019060 -6.192858 1.834 1.984 0.510
H -3.834310 6.768040 -6.167828 -0.375 0.360 0.000
H -3.273960 6.758700 -4.516398 0.004 -0.043 0.052
H -4.681300 5.734050 -4.978658 0.223 -0.081 -0.157
H -1.052130 6.045470 -6.729658 -0.259 1.100 0.576
H -0.751880 4.553960 -6.268128 -0.326 -0.706 0.272
H -0.750240 5.606890 -4.938158 -0.529 0.777 -0.032

***

88
Properties=species:S:1:pos:R:3:forces:R:3 method="wB97M-V/def2-TZVPD" energy_ev=-43651.223 charge=-2 de_lowest_ev=1.806 e_lumo_ev="4.789 / 4.783" homo_lumo_gap_ev="3.376 / 4.582" s_squared=0.7532 e_homo_ha="0.052 / 0.007" spin_multiplicity=2
Hg 0.186356 -0.388860 -1.104471 -0.310 -1.211 0.671
C 0.141676 1.512130 -2.907321 1.504 1.105 -0.403
C 1.660986 1.942670 -2.513241 -0.367 -1.244 -1.232
C 1.503756 3.283930 -1.813931 -2.141 -0.304 -2.195
C 2.551416 3.668000 -0.908251 1.696 0.830 1.062
C 3.297246 2.548590 -0.268621 0.069 -0.703 1.466
C 3.623956 1.286220 -1.079511 1.049 -0.229 0.206
N 2.327366 0.872020 -1.655281 -0.017 1.450 -0.626
O 2.244286 -0.402620 -2.284061 0.825 1.068 0.283
C 4.140096 0.203280 -0.054691 0.008 -0.536 0.616
C 4.877946 1.614390 -2.031551 0.326 -0.281 -0.671
C 2.402076 2.135390 -3.885021 -0.336 -0.883 -0.621
H -0.550264 1.418700 -2.070311 0.349 -0.397 0.300
H 0.137076 0.660150 -3.587181 -0.153 -0.025 0.206
H -0.362884 2.369640 -3.352511 0.439 0.457 -0.877
H 0.451946 3.324280 -1.530801 0.212 0.220 0.995
H 1.600106 4.025180 -2.607261 -0.706 0.059 -0.424
H 2.225786 4.312760 -0.091941 -0.187 0.284 -0.075
H 3.217566 4.258190 -1.537551 0.637 0.205 0.333
H 2.695146 2.196030 0.568799 -0.260 -0.186 0.081
H 4.162156 3.002090 0.215499 0.576 -0.288 -0.111
H 3.458776 -0.181980 0.703919 -1.188 0.233 -0.571
H 4.894946 0.521790 0.664229 0.571 1.144 -0.405
H 4.600016 -0.711570 -0.428331 -0.266 0.139 -0.926
H 5.221816 2.646290 -2.102431 -0.898 0.679 0.130
H 4.788606 1.287270 -3.067461 -0.557 -0.168 0.057
H 5.853586 1.201360 -1.775361 -0.168 -0.840 0.818
H 2.604806 1.165300 -4.338791 0.377 -0.460 0.552
H 3.332226 2.702980 -3.912461 -0.040 0.129 0.515
H 1.782566 2.527100 -4.691791 -0.560 0.705 0.310
C 0.797356 1.959020 3.647939 0.419 1.840 -1.168
C -0.163714 0.814090 3.488519 1.288 -2.849 -0.084
C -1.111524 0.711140 4.663609 -0.475 1.713 0.406
C -2.203344 1.805040 4.608409 -0.904 -0.727 -1.209
C -3.007414 1.617420 3.263099 1.526 0.389 1.129
C -2.047194 1.621310 2.035519 1.023 0.433 0.447
N -0.953284 0.596300 2.246789 -0.414 -0.375 0.206
O -0.113074 0.388660 1.114779 -0.334 1.341 1.397
C -1.397944 3.046920 1.873859 -1.004 -0.147 -0.216
C -2.902804 1.312490 0.809549 0.335 0.205 0.186
C 0.871226 -0.428260 3.676129 -0.808 -0.931 -0.237
H 0.372736 2.950260 3.806769 -0.291 -0.020 0.341
H 1.290246 2.073520 2.682509 0.275 -0.167 -0.187
H 1.587996 1.806930 4.382689 -0.234 -0.188 0.161
H -0.505544 0.919960 5.545239 -0.013 -0.470 0.430
H -1.626494 -0.248070 4.716569 0.299 -0.151 -0.026
H -1.855484 2.834060 4.699099 0.377 -0.099 0.010
H -2.929974 1.650810 5.406109 0.031 0.018 0.342
H -3.749794 2.411750 3.185609 -0.078 0.170 -0.240
H -3.548714 0.682290 3.406689 0.041 -0.253 -0.556
H -2.047234 3.686000 1.275449 -0.128 0.039 -0.345
H -0.439184 2.970660 1.360969 0.025 -0.129 0.123
H -1.331654 3.590470 2.816339 0.359 -0.217 0.078
H -3.569204 2.159340 0.645669 -0.276 0.101 0.149
H -3.510704 0.433690 1.024669 0.131 -0.246 -0.391
H -2.313664 1.232900 -0.104061 0.157 -0.492 0.127
H 0.306566 -1.309370 3.980929 -0.300 -0.099 0.229
H 1.671546 -0.310010 4.406599 -0.412 0.665 0.662
H 1.472136 -0.850300 2.870609 -0.550 0.854 -0.997
C -2.555854 -3.870950 -2.990291 -0.591 0.323 1.035
C -2.263414 -2.606320 -2.091911 0.744 0.887 -1.286
C -3.156694 -2.490950 -0.849071 -1.306 -1.656 1.437
C -2.554334 -3.001060 0.531679 -1.544 1.666 -2.230
C -1.709134 -4.209960 0.215249 -1.373 1.733 2.291
C -0.558854 -3.745240 -0.615831 1.290 -0.593 -1.209
N -0.867304 -2.626530 -1.644231 0.076 -0.425 1.465
O 0.155336 -2.371740 -2.638611 -1.500 -1.400 0.712
C -0.097984 -5.036560 -1.305261 0.916 -0.147 -1.762
C 0.515136 -3.248090 0.388889 0.245 0.681 -0.102
C -2.557944 -1.349780 -2.970001 -0.187 0.291 -0.209
H -2.768874 -4.644520 -2.252521 0.142 -0.498 -0.361
H -1.723564 -4.136450 -3.642131 0.144 0.231 0.240
H -3.453764 -3.777880 -3.601191 -0.198 0.247 -0.077
H -3.981564 -3.191430 -0.979441 -0.265 -0.580 -0.399
H -3.773794 -1.599250 -0.738791 0.843 0.749 -0.110
H -3.360094 -3.222440 1.231569 -0.330 -0.188 -0.092
H -2.021034 -2.174910 1.001949 0.600 -0.173 -0.095
H -2.290534 -5.079790 -0.090471 -0.018 0.144 -0.464
H -1.452954 -4.341460 1.266529 1.161 -1.290 -0.082
H 0.777706 -4.884960 -1.936351 0.671 0.222 0.575
H -0.737614 -5.385560 -2.115931 -0.811 0.231 0.353
H 0.014826 -5.911390 -0.664921 0.282 0.203 0.481
H 1.150006 -2.478450 -0.050101 0.361 -0.430 -0.354
H 1.119586 -4.035160 0.839729 0.148 -0.422 -0.463
H 0.135566 -2.727800 1.268279 -0.737 0.130 -0.126
H -2.702814 -0.400370 -2.454511 0.747 -0.040 0.704
H -3.546904 -1.406910 -3.424751 -0.283 -0.726 -0.260
H -1.846134 -1.173800 -3.776521 0.226 -0.332 0.160